C30H31BrCrN4PSSi | ωB97M-V with the def2-TZVPD basis set

The geometry in ORCA input format:
```
! wB97M-V def2-TZVPD RIJCOSX def2/J DEFGRID3
* xyz 2 2
Cr 0.8759 0.1577 0.3403
N -1.3701 3.4342 -0.9339
C -0.8102 3.2605 -2.1812
C -0.9748 3.9245 -3.3892
C -0.2567 3.4467 -4.4667
C 0.6160 2.3581 -4.3509
C 0.8047 1.7076 -3.1506
C 0.0735 2.1641 -2.0567
N 0.0312 1.7109 -0.7608
C -0.8445 2.4853 -0.1223
C -1.1296 2.2098 1.2578
C -1.9823 2.8285 2.1341
S -1.9390 2.0631 3.6627
C -0.7824 0.9593 3.0447
N -0.4518 1.1376 1.7949
H -2.0632 4.1262 -0.6912
H -1.6269 4.7774 -3.4808
H -0.3644 3.9273 -5.4260
H 1.1567 2.0307 -5.2244
H 1.4849 0.8785 -3.0359
H -2.6117 3.6766 1.9566
H -0.3672 0.1762 3.6521
Br 5.4378 -2.3848 2.8995
C 3.5480 -2.3328 2.7643
C 2.7368 -3.1701 3.5247
C 1.3665 -3.0436 3.3670
C 0.8639 -2.1053 2.4817
N 1.6404 -1.3052 1.7344
C 2.9617 -1.4369 1.8797
H 3.1646 -3.8934 4.1990
H 0.6905 -3.6791 3.9154
H -0.2043 -2.0061 2.3539
H 3.5957 -0.8226 1.2547
C -3.9403 -0.6614 -4.0789
C -4.3559 -0.4200 -2.7786
C -3.4720 -0.5730 -1.7280
C -2.1471 -0.9628 -1.9572
C -1.7391 -1.1816 -3.2780
C -2.6307 -1.0403 -4.3254
Si -0.9657 -1.2654 -0.4917
C -1.5494 -2.8924 0.3133
C -2.6202 -2.9111 1.2128
C -3.0063 -4.0870 1.8305
C -2.3368 -5.2692 1.5537
C -1.2783 -5.2717 0.6586
C -0.8810 -4.0928 0.0524
H -4.6370 -0.5586 -4.8949
H -5.3742 -0.1221 -2.5837
H -3.8170 -0.4017 -0.7172
H -0.7223 -1.4855 -3.4799
H -2.3076 -1.2338 -5.3367
H 1.7910 -0.4376 -0.7307
H -3.1575 -1.9975 1.4309
H -3.8297 -4.0822 2.5286
H -2.6399 -6.1861 2.0351
H -0.7638 -6.1939 0.4331
H -0.0503 -4.1001 -0.6383
C 2.4235 3.5020 0.6237
P 2.7114 1.7304 1.0186
C 4.3515 1.5242 0.2202
C 3.0770 1.8198 2.8275
H 3.2756 4.1034 0.9441
H 1.5192 3.8725 1.1086
H 2.3078 3.5939 -0.4567
H 5.1382 1.9178 0.8633
H 4.3425 2.0840 -0.7151
H 4.5753 0.4855 -0.0159
H 4.1455 1.9327 3.0072
H 2.7376 0.9232 3.3448
H 2.5559 2.6772 3.2527
*
```

Values from the calculation:
M   670.63 u
<S²>   0.77
Kohn-Sham gap (alpha / beta)   7.04 / 7.51 eV



C30H31BrMnN6O4 | ωB97M-V with the def2-TZVPD basis set

The geometry in ORCA input format:
```
! wB97M-V def2-TZVPD RIJCOSX def2/J DEFGRID3
* xyz 0 2
Mn -1.0932 -0.3091 -0.6533
C -1.3075 2.4804 1.3261
N -0.4144 1.3763 1.5889
C 0.9253 1.8586 1.9087
C 2.0139 0.8364 1.6809
C 2.4302 -0.0173 2.6952
C 3.3782 -0.9859 2.4157
C 3.9008 -1.0548 1.1349
C 3.4615 -0.1303 0.2010
N 2.5446 0.7982 0.4574
C -0.9481 0.4297 2.5521
C -0.4410 -0.9648 2.3140
C -0.2337 -1.8380 3.3727
C 0.2341 -3.1110 3.1148
C 0.4948 -3.4695 1.8008
C 0.2350 -2.5512 0.8010
N -0.2343 -1.3236 1.0479
C -2.6218 2.0626 0.7206
C -3.7557 2.8214 0.9779
C -4.9435 2.5074 0.3441
C -4.9616 1.4358 -0.5316
C -3.7987 0.7138 -0.7162
N -2.6484 1.0100 -0.0991
H -0.8101 3.1423 0.6103
H -1.5171 3.0841 2.2257
H 0.9685 2.2118 2.9537
H 1.1418 2.7060 1.2585
H 1.9999 0.0697 3.6844
H 3.7031 -1.6754 3.1843
H 4.6388 -1.7976 0.8652
H 3.8695 -0.1322 -0.8049
H -2.0343 0.3703 2.4388
H -0.7276 0.7287 3.5898
H -0.4420 -1.5081 4.3824
H 0.3990 -3.8124 3.9230
H 0.8722 -4.4495 1.5451
H 0.3747 -2.7934 -0.2432
H -3.6944 3.6494 1.6718
H -5.8378 3.0870 0.5331
H -5.8607 1.1449 -1.0554
H -3.7618 -0.1429 -1.3744
C 2.6679 3.4900 -1.7416
C 1.8787 2.5502 -2.6599
C 2.8112 1.5166 -3.3072
C 1.1160 3.3342 -3.7326
C 0.9157 1.8023 -1.8386
N 0.2099 1.1542 -1.2149
H 3.4297 4.0065 -2.3274
H 3.1471 2.9322 -0.9370
H 2.0115 4.2375 -1.2939
H 3.5500 2.0371 -3.9185
H 2.2543 0.8296 -3.9455
H 3.3309 0.9339 -2.5466
H 1.8320 3.8699 -4.3573
H 0.4397 4.0601 -3.2809
H 0.5328 2.6648 -4.3650
Br 2.3064 -3.8872 -6.3523
C 0.8829 -2.7254 -5.9029
C 0.0743 -2.2129 -6.9075
N -0.9393 -1.3897 -6.6607
C -1.1723 -1.0556 -5.3934
C -0.4115 -1.5210 -4.3285
C 0.6454 -2.3806 -4.5879
C -0.7016 -1.0762 -2.9307
O -1.6373 -0.2619 -2.7181
O 0.0263 -1.4933 -1.9891
H 0.2548 -2.4774 -7.9428
H -2.0013 -0.3863 -5.2004
H 1.2500 -2.7545 -3.7731
O -3.1382 -1.5248 1.5910
C -3.0581 -2.1533 0.5347
O -2.3734 -1.8580 -0.5007
H -3.6794 -3.0635 0.4123
*
```

Values from the calculation:
M   674.46 u
<S²>   0.87
Kohn-Sham gap (alpha / beta)   8.19 / 7.64 eV



C30H31ClGdN6O11S | ωB97M-V with the def2-TZVPD basis set

The geometry in ORCA input format:
```
! wB97M-V def2-TZVPD RIJCOSX def2/J DEFGRID3
* xyz -1 8
Gd 0.7465 1.8251 0.2762
O 1.8083 6.1079 0.3019
C 1.1063 5.1092 0.2265
O 1.5622 3.9078 0.2668
C -0.4077 5.2871 0.1585
C -0.8765 6.5647 0.3936
C -2.2437 6.8182 0.4616
C -3.1777 5.8063 0.3471
C -2.6994 4.5303 0.1295
C -1.3263 4.2139 -0.0622
O -0.9485 3.0567 -0.4734
N -3.7098 3.4687 0.0839
O -3.4227 2.3811 0.5468
O -4.8060 3.7434 -0.3767
N -2.7170 8.1796 0.6915
O -1.8834 9.0553 0.8397
O -3.9181 8.3517 0.8325
H -0.1492 7.3513 0.5267
H -4.2364 5.9951 0.4267
C -4.5059 -2.9392 1.1488
C -4.5052 -2.4040 -0.2896
C -4.4829 -3.5863 -1.2664
C -5.7888 -1.6027 -0.5023
C -3.2667 -1.5507 -0.5252
C -3.3126 -0.3087 -1.1404
C -2.1523 0.4474 -1.2472
N -0.9638 0.0232 -0.8423
C -0.8912 -1.2118 -0.3359
C -2.0086 -2.0036 -0.1308
C 0.4658 -1.7190 0.0084
C 0.7493 -3.0748 -0.0952
C 2.0144 -3.5572 0.2262
C 2.9451 -2.6216 0.6523
C 2.5889 -1.2819 0.7084
N 1.3868 -0.8265 0.3842
C 2.3163 -5.0474 0.1296
C 3.8049 -5.3412 0.2926
C 1.5418 -5.7704 1.2410
C 1.8589 -5.5875 -1.2317
H -5.4337 -3.4823 1.3365
H -4.4321 -2.1293 1.8742
H -3.6832 -3.6298 1.3287
H -5.3565 -4.2201 -1.1025
H -3.5893 -4.1956 -1.1233
H -4.4961 -3.2459 -2.3022
H -6.6497 -2.2210 -0.2422
H -5.9119 -1.2966 -1.5416
H -5.8114 -0.7071 0.1181
H -4.2394 0.1334 -1.4715
H -2.1820 1.4576 -1.6321
H -1.8922 -2.9583 0.3605
H -0.0209 -3.7415 -0.4519
H 3.9513 -2.9003 0.9263
H 3.3069 -0.5354 1.0220
H 4.1675 -5.0722 1.2853
H 4.4063 -4.8065 -0.4433
H 3.9813 -6.4094 0.1589
H 1.8471 -5.4211 2.2281
H 1.7205 -6.8457 1.1859
H 0.4694 -5.6006 1.1419
H 2.2951 -5.0216 -2.0551
H 0.7755 -5.5514 -1.3387
H 2.1620 -6.6308 -1.3344
C 6.8106 2.0483 -2.3159
C 5.5447 1.9255 -1.5190
C 5.5384 2.1626 -0.1396
C 4.3217 2.0340 0.5006
N 3.2304 1.6834 -0.1700
C 3.3025 1.5400 -1.5066
S 1.7892 1.2713 -2.3018
N 4.4509 1.6216 -2.1964
H 7.6921 1.8595 -1.7029
H 6.8907 3.0617 -2.7131
H 6.7879 1.3616 -3.1591
H 6.4351 2.4407 0.3928
H 4.1982 2.2118 1.5636
O -0.0286 1.3742 4.3412
Cl 0.2084 1.6076 2.9737
O -0.1838 2.9209 2.5181
O -0.4985 0.6551 2.1067
O 1.6304 1.4624 2.6181
*
```

Values from the calculation:
M   876.38 u
<S²>   15.87
Kohn-Sham gap (alpha / beta)   7.04 / 7.28 eV



C30H31ClInNO16PS | ωB97M-V with the def2-TZVPD basis set

The geometry in ORCA input format:
```
! wB97M-V def2-TZVPD RIJCOSX def2/J DEFGRID3
* xyz -1 1
C -4.2717 -1.9045 -4.0032
C -3.2918 -0.7362 -3.9591
C -3.0246 -0.0802 -5.3087
N -2.8001 -0.3920 -2.9389
In -0.7137 -0.8361 -3.0182
C 0.1510 -1.4980 -1.0547
C 1.5309 -2.0936 -1.2020
C 2.3691 -1.4587 -2.2825
Cl 2.4832 -1.9127 0.3643
P -0.4643 -2.9383 -4.5107
S -1.3369 -4.5273 -3.7068
H -5.2537 -1.4701 -3.9878
H -4.0880 -2.4809 -3.1338
H -4.1429 -2.4762 -4.8934
H -3.7934 0.6150 -5.5614
H -2.9963 -0.8523 -6.0537
H -2.0514 0.3584 -5.2687
H 0.1383 0.5246 -3.7748
H -0.4770 -2.3115 -0.7412
H 0.0881 -0.7727 -0.2771
H 1.4915 -3.1367 -1.3934
H 2.5885 -0.4538 -2.0071
H 3.3057 -1.9793 -2.3041
H 1.9448 -1.5381 -3.2543
H 0.9337 -3.1366 -4.6795
H -1.0806 -2.6289 -5.7480
C 0.4136 -1.7546 5.0176
C 0.7407 -2.1637 6.2440
C 2.1369 -2.5671 6.5938
O 2.3777 -2.9123 7.7324
C 3.1437 -2.5317 5.5474
C 2.8235 -2.1263 4.3095
C 1.4228 -1.6937 3.9682
O 1.1703 -1.3217 2.8553
O 3.7184 -2.0920 3.3498
O -0.1482 -2.2361 7.2222
H -0.5932 -1.4593 4.7544
H 4.1436 -2.8433 5.8106
H 3.2653 -1.7679 2.5475
H 0.3448 -2.5545 7.9915
C 2.1819 3.2192 2.3575
C 2.7896 3.9470 3.2996
C 3.0175 5.4118 3.1446
O 3.5581 6.0203 4.0433
C 2.5807 6.0428 1.9159
C 1.9727 5.3239 0.9649
C 1.7205 3.8538 1.1311
O 1.1540 3.2506 0.2578
O 1.5683 5.8806 -0.1479
O 3.2238 3.4173 4.4257
H 2.0104 2.1561 2.4628
H 2.7648 7.1016 1.8089
H 1.1461 5.1856 -0.7054
H 3.6145 4.1511 4.9212
C 0.2523 6.4705 -3.4862
C 0.1746 5.1446 -3.3188
C 0.2357 4.2010 -4.4872
O 0.1752 3.0087 -4.3362
C 0.3542 4.7903 -5.8214
C 0.4296 6.1117 -5.9764
C 0.3972 7.0411 -4.8138
O 0.4862 8.2319 -5.0136
O 0.5364 6.6748 -7.1681
O 0.0360 4.6363 -2.1143
H 0.2105 7.1587 -2.6540
H 0.3771 4.1106 -6.6605
H 0.5731 7.6265 -6.9990
H 0.0031 3.6628 -2.2181
C -2.7371 -4.6652 4.5954
C -2.8814 -5.9885 4.4978
C -2.9806 -6.6770 3.1719
O -3.0920 -7.8833 3.1507
C -2.9424 -5.8610 1.9721
C -2.8008 -4.5311 2.0638
C -2.6755 -3.8460 3.3914
O -2.5321 -2.6506 3.4234
O -2.7642 -3.7684 1.0038
O -2.9440 -6.7669 5.5610
H -2.6623 -4.1593 5.5478
H -3.0315 -6.3671 1.0222
H -2.6531 -2.8606 1.3274
H -3.0455 -7.6650 5.2134
*
```

Values from the calculation:
M   874.88 u
Kohn-Sham gap   4.07 eV



C30H31N3O6P2SSn | ωB97M-V with the def2-TZVPD basis set

The geometry in ORCA input format:
```
! wB97M-V def2-TZVPD RIJCOSX def2/J DEFGRID3
* xyz 2 1
Sn -0.3933 -1.6995 0.2998
O -0.9925 -1.4186 -1.5308
C -2.1661 -1.8154 -1.9605
C -2.8965 -1.0676 -2.8642
C -4.1813 -1.4076 -3.0791
C -4.8581 -2.4809 -2.5292
C -4.1256 -3.2850 -1.7006
C -2.7654 -2.9920 -1.4763
C -2.0099 -3.9697 -0.6666
N -1.0358 -3.7822 0.2446
C -0.5534 -4.9790 0.6853
C -1.3402 -5.9334 0.1187
N -2.2143 -5.3062 -0.7615
H -2.4227 -0.2846 -3.3073
H -4.7234 -0.7275 -3.7019
H -5.9068 -2.6506 -2.8271
H -4.5447 -4.1884 -1.2389
H 0.1082 -5.0120 1.5304
H -1.4112 -6.9949 0.3007
H -2.8019 -5.7839 -1.4291
O -1.0606 -2.3499 3.2908
S -2.1583 -1.5889 2.6452
N -1.9544 -1.0314 1.2781
C 1.5677 -0.2018 3.5496
O 2.2420 -1.0077 2.5652
P 1.7360 -2.1489 1.5850
O 1.3783 -3.4524 2.3630
C 2.1026 -3.9565 3.5441
O 2.8776 -2.4287 0.5735
C 4.3379 -2.2740 0.9458
H 0.4914 -0.4082 3.5308
H 1.7205 0.8589 3.3755
H 1.9455 -0.4547 4.5110
H 2.4509 -4.9804 3.3447
H 1.4652 -3.9385 4.4252
H 3.0432 -3.3625 3.6882
H 4.6742 -1.4594 0.2785
H 4.9000 -3.1481 0.7296
H 4.3675 -1.9521 1.9617
O 0.6474 0.2388 0.1527
P 0.4191 1.7505 -0.2235
C -0.2749 2.0086 -1.8196
C -0.7186 3.2808 -2.1266
C -1.1881 3.6030 -3.3700
C -1.0667 2.6717 -4.4102
C -0.5373 1.4115 -4.1719
C -0.1306 1.0998 -2.8616
C 1.9787 2.6113 -0.3200
C 2.1725 3.9500 0.0021
C 3.4224 4.5280 -0.2834
C 4.4555 3.8001 -0.8804
C 4.2355 2.4155 -1.1679
C 2.9973 1.8619 -0.8706
C -0.6169 2.6907 0.9538
C -1.9775 2.8640 0.7988
C -2.6928 3.6028 1.6978
C -2.0529 4.3056 2.6929
C -0.6840 4.1303 2.9269
C 0.0307 3.2683 2.0757
H -0.7501 4.1203 -1.4487
H -1.4289 4.6538 -3.6068
H -1.3451 2.8704 -5.4437
H -0.3881 0.7419 -5.0324
H 0.3064 0.1198 -2.6624
H 1.4913 4.5528 0.4709
H 3.5766 5.5974 -0.0282
H 5.3432 4.3710 -1.0866
H 4.9614 1.8288 -1.7387
H 2.7132 0.8521 -1.1966
H -2.4559 2.4545 -0.1029
H -3.7713 3.7664 1.5971
H -2.5709 5.1046 3.2922
H -0.1161 4.6963 3.6767
H 1.1228 3.2410 2.2227
*
```

Values from the calculation:
M   742.32 u
Kohn-Sham gap   7.53 eV



C30H32BaN9S3Si | ωB97M-V with the def2-TZVPD basis set

The geometry in ORCA input format:
```
! wB97M-V def2-TZVPD RIJCOSX def2/J DEFGRID3
* xyz -1 1
Ba -0.5687 1.1436 -0.9318
C -3.3213 1.5962 0.9417
C -4.2068 2.4299 0.3040
C -4.6428 1.8003 -0.8844
C -4.0277 0.5780 -0.9840
C -3.1537 0.4185 0.1411
H -2.8833 1.7503 1.9193
H -4.5243 3.4002 0.6497
H -5.3501 2.2155 -1.5849
H -4.2049 -0.1764 -1.7352
H -2.9404 -0.5564 0.5712
N -0.4736 -2.5594 0.2423
C 0.8196 -2.2533 0.2911
N 1.6720 -3.2042 0.6878
C 2.9434 -2.8465 0.7529
N 3.8429 -3.7646 1.1607
N 3.4138 -1.6268 0.4601
C 2.4976 -0.7454 0.0832
N 1.2016 -0.9903 -0.0147
C 3.0195 0.5983 -0.2292
C 4.2398 0.9711 0.3328
C 4.7167 2.2480 0.1008
C 3.9724 3.0950 -0.7033
C 2.8003 2.6084 -1.2637
N 2.3279 1.3975 -1.0326
H -0.7173 -3.5461 0.1474
H -1.0620 -1.9620 -0.3317
H 3.5232 -4.7121 1.2531
H 4.8153 -3.5788 0.9840
H 4.7696 0.2565 0.9420
H 5.6476 2.5733 0.5441
H 4.2899 4.1089 -0.8883
H 2.2121 3.2225 -1.9288
C 0.2992 5.7786 -2.6698
Si -0.8332 4.7984 -1.4493
C -2.0238 3.8373 -2.5777
C -1.9365 6.0723 -0.5430
N -0.0697 3.6699 -0.4191
C 0.8489 3.9630 0.5267
C 1.4783 5.2212 0.6403
C 2.4597 5.4724 1.5699
C 2.8716 4.4855 2.4519
C 2.2464 3.2493 2.3934
C 1.2616 2.9943 1.4657
H -0.2923 6.3555 -3.3752
H 0.9339 5.1130 -3.2500
H 0.9524 6.4723 -2.1496
H -2.5972 4.5312 -3.1831
H -2.7361 3.2715 -1.9847
H -1.5057 3.1629 -3.2600
H -2.5721 6.6195 -1.2323
H -1.3639 6.7932 0.0307
H -2.5810 5.5415 0.1490
H 1.1668 6.0062 -0.0299
H 2.9199 6.4527 1.6033
H 3.6351 4.6869 3.1876
H 2.5395 2.4686 3.0840
H 0.7744 2.0205 1.4668
S -4.4643 -7.6588 -0.6431
C -3.4358 -6.4177 -0.9816
S -3.7905 -5.2399 -2.2247
C -2.3019 -4.3333 -1.7451
N -1.6860 -4.9259 -0.7725
N -2.2683 -6.0917 -0.3726
C -1.5282 -6.8720 0.5265
C -1.6815 -8.2536 0.5891
C -0.9133 -8.9995 1.4612
C 0.0336 -8.3919 2.2678
C 0.2113 -7.0207 2.1829
C -0.5630 -6.2605 1.3265
S -1.8568 -2.9401 -2.5201
H -2.4008 -8.7404 -0.0453
H -1.0559 -10.0697 1.4961
H 0.6293 -8.9824 2.9507
H 0.9614 -6.5335 2.7904
H -0.4140 -5.1956 1.2711
*
```

Values from the calculation:
M   780.26 u
Kohn-Sham gap   6.18 eV



> Look up the M of the fourth one.

874.88 u



> Among the records above, which one has the highest M?

C30H31ClGdN6O11S



> Which formula does entry 2 have?

C30H31BrMnN6O4



> The lowest M belongs to which entry?

C30H31BrCrN4PSSi